Entry 1:
C5H12N2O | wB97M-V/def2-TZVPD

Computed properties:
E_tot in eV: -10371.6161
Lowest unoccupied orbital energy (spin up / spin down) in eV: -13.85 / -17.68
Energy relative to the best compared isomer or geometry (same formula, charge and spin) in eV: 0.000
Frontier orbital gap (spin up / spin down) in eV: 9.0 / 5.1
Spin multiplicity: 2
Total charge: +3
Highest occupied orbital energy (spin up / spin down) in eV: -22.825 / -22.803

Geometry (Å):
O1 0.13165 1.80109 2.70141
C1 -0.41267 1.02995 1.97626
C2 0.40948 0.14798 0.98721
C3 0.20880 0.76097 -0.44517
C4 -0.42602 -0.03447 -1.55085
C5 -0.74327 -1.31490 -1.65635
N1 -1.34458 -1.88544 -2.87429
N2 1.87237 0.07162 1.40358
H1 -1.52363 0.95487 2.00646
H2 -0.00426 -0.85986 1.03370
H3 1.16571 1.18416 -0.76764
H4 -0.35624 1.68825 -0.33992
H5 -0.64723 0.61791 -2.36772
H6 -0.60034 -2.00546 -0.84349
H7 -1.99278 -2.64542 -2.64822
H8 -0.60469 -2.23596 -3.49844
H9 -1.88332 -1.18630 -3.40310
H10 2.40760 0.89638 1.08371
H11 2.01599 0.07210 2.40250
H12 2.28894 -0.75610 0.96217

natural (NBO) atomic charge list, values in e, 4 entries: number 1, O, carries 0.051; number 2, C, carries 0.422; number 3, C, carries -0.088; number 4, C, carries -0.465

=====

Entry 2:
C5H12N2O2 | wB97M-V/def2-TZVPD

Computed properties:
E_tot in eV: -12452.4949
Lowest unoccupied orbital energy in eV: 0.64
Energy relative to the best compared isomer or geometry (same formula, charge and spin) in eV: 3.488
Frontier orbital gap in eV: 9.9
Total charge: 0
Highest occupied orbital energy in eV: -9.228

Geometry (Å):
C1 0.32567 -0.40743 -0.16564
C2 1.19433 -0.39046 -1.39419
C3 0.45414 -1.68838 0.63400
C4 1.03676 0.96194 1.14656
N1 -0.99681 0.03358 -0.28295
C5 -1.50722 0.77906 -1.39625
N2 -1.59193 0.39146 0.94034
O1 -2.52298 1.55061 -1.04176
O2 -1.05858 0.70518 -2.50574
H1 -2.61923 1.41143 -0.05738
H2 -0.58237 0.82887 1.42675
H3 -1.86875 -0.44771 1.44219
H4 1.24028 0.59793 -1.84077
H5 0.81009 -1.07190 -2.15328
H6 2.19235 -0.72422 -1.11396
H7 0.05445 -2.51970 0.04523
H8 -0.07597 -1.65378 1.58267
H9 1.50353 -1.89611 0.83057
H10 0.95516 1.03957 2.23457
H11 2.04982 0.57865 1.03908
H12 1.00724 1.92144 0.62996

natural (NBO) atomic charge list, values in e, 4 entries: number 1, C, carries 0.335; number 2, C, carries -0.663; number 3, C, carries -0.658; number 4, C, carries -0.834

=====

Entry 3:
C5H12N2O3 | wB97M-V/def2-TZVPD

Computed properties:
E_tot in eV: -14501.8338
Lowest unoccupied orbital energy in eV: 0.61
Energy relative to the best compared isomer or geometry (same formula, charge and spin) in eV: 1.672
Frontier orbital gap in eV: 10.2
Total charge: 0
SMILES: CC/N=C(/NC=O)OC.O
Highest occupied orbital energy in eV: -9.604

Geometry (Å):
C1 1.47852 2.50847 -1.55470
C2 1.39136 1.03333 -1.93413
N1 1.49186 0.16069 -0.77571
C3 0.44669 -0.07120 -0.10199
N2 0.52740 -0.91204 1.03092
C4 0.13143 -0.54629 2.33152
O1 -0.52862 0.43058 2.61343
O2 -0.73564 0.48632 -0.36809
C5 -1.94831 -0.21481 -0.11173
H1 0.63058 2.79864 -0.91883
H2 2.40906 2.71495 -1.00726
H3 1.46232 3.13341 -2.45829
H4 0.45225 0.85131 -2.48250
H5 2.22062 0.78130 -2.61072
H6 1.28361 -1.58561 0.98210
H7 0.62564 -1.18512 3.08740
H8 -1.94619 -1.18700 -0.62304
H9 -2.11574 -0.34081 0.96451
H10 -2.74632 0.40939 -0.52456
O3 -1.38777 -3.30701 1.79509
H11 -0.84475 -2.76930 1.16015
H12 -2.29798 -3.18919 1.50643

natural (NBO) atomic charge list, values in e, 4 entries: number 1, C, carries -0.614; number 2, C, carries -0.240; number 3, N, carries -0.488; number 4, C, carries 0.686

=====

Entry 4:
C5H12N2O4S | wB97M-V/def2-TZVPD

Computed properties:
E_tot in eV: -27379.9205
Lowest unoccupied orbital energy (spin up / spin down) in eV: -0.90 / -0.89
Energy relative to the best compared isomer or geometry (same formula, charge and spin) in eV: 3.806
Frontier orbital gap (spin up / spin down) in eV: 8.0 / 8.0
Total charge: 0
Highest occupied orbital energy (spin up / spin down) in eV: -8.936 / -8.935

Geometry (Å):
C1 0.29172 -1.01305 -1.59087
C2 1.46121 -0.64538 -0.67066
C3 1.02364 0.88704 -0.21294
C4 2.80066 -0.63023 -1.39171
C5 -3.18142 0.95206 1.15615
N1 -0.40335 0.90339 -0.48185
N2 -2.16632 0.60069 2.07457
O1 0.02796 -0.65167 2.23205
O2 -1.74146 -1.68356 0.77114
O3 -0.66448 0.00943 -1.46171
O4 1.40806 1.25571 1.03407
S1 -1.07727 -0.50278 1.26038
H1 0.61929 -1.10061 -2.74634
H2 -0.36907 -1.90253 -1.21302
H3 1.50449 -1.22204 0.24535
H4 1.38091 1.68013 -0.88523
H5 3.67393 -0.64750 -0.62948
H6 2.98695 0.22744 -2.05822
H7 2.99280 -1.59502 -2.06389
H8 -3.91457 1.69216 1.53627
H9 -2.68725 1.36979 0.25857
H10 -3.65528 0.09398 0.83429
H11 -1.50440 1.36027 2.20005
H12 1.19326 0.56228 1.80303

natural (NBO) atomic charge list, values in e, 4 entries: number 1, C, carries -0.124; number 2, C, carries -0.321; number 3, C, carries 0.207; number 4, C, carries -0.618

=====

Entry 5:
C5H12N2P2S2 | wB97M-V/def2-TZVPD

Computed properties:
E_tot in eV: -48607.9820
Lowest unoccupied orbital energy in eV: 0.37
Energy relative to the best compared isomer or geometry (same formula, charge and spin) in eV: 0.309
Frontier orbital gap in eV: 8.7
Total charge: 0
SMILES: CN1C(=S)N(C)[P@](C)(=S)P1C
Highest occupied orbital energy in eV: -8.352

Geometry (Å):
C1 1.20511 -1.71166 -1.98404
N1 0.35995 -0.81776 -1.17156
C2 0.75060 0.49039 -0.89851
S1 1.67347 1.36465 -1.95027
N2 0.04917 1.12017 0.10467
C3 0.27740 2.48298 0.35540
P1 -1.08408 0.19519 1.07604
C4 -2.63271 0.86693 0.43685
S2 -0.75908 0.60696 2.96381
P2 -0.39025 -1.69874 0.02473
C5 0.97937 -1.92865 1.26501
H1 0.46053 -2.21356 -2.57676
H2 1.88913 -1.23717 -2.63643
H3 1.59507 -2.40111 -1.30411
H4 -0.54728 2.93785 0.62071
H5 0.95477 2.59781 1.13547
H6 0.69061 2.95840 -0.55608
H7 -3.27178 0.01221 0.32273
H8 -3.21722 1.59183 0.93318
H9 -2.51133 1.09948 -0.65781
H10 0.54445 -2.38601 2.21740
H11 1.53088 -1.08323 1.48037
H12 1.45321 -2.84697 0.79921

natural (NBO) atomic charge list, values in e, 4 entries: number 1, C, carries -0.409; number 2, N, carries -0.753; number 3, C, carries 0.282; number 4, S, carries -0.203

=====

Entry 6:
C5H12N2S | wB97M-V/def2-TZVPD

Computed properties:
E_tot in eV: -19193.5074
Lowest unoccupied orbital energy in eV: 0.80
Energy relative to the best compared isomer or geometry (same formula, charge and spin) in eV: 1.209
Frontier orbital gap in eV: 9.0
Total charge: 0
SMILES: CCN(C)/N=C\SC
Highest occupied orbital energy in eV: -8.243

Geometry (Å):
C1 0.16485 -2.05087 0.65330
C2 -0.54556 -1.02988 -0.23235
N1 0.33294 0.09043 -0.63105
C3 1.46253 -0.38761 -1.44214
N2 -0.39134 0.99071 -1.43544
C4 -1.24353 1.75702 -0.88590
S1 -1.75095 2.03007 0.78251
C5 -0.25938 1.73733 1.76844
H1 0.90418 -2.63958 0.10367
H2 -0.56496 -2.76500 1.07586
H3 0.67213 -1.55739 1.49804
H4 -1.41325 -0.62764 0.32515
H5 -0.93532 -1.53206 -1.11687
H6 2.02332 0.49334 -1.80079
H7 2.11852 -0.97581 -0.82662
H8 1.10599 -1.01864 -2.29036
H9 -1.81873 2.39944 -1.56395
H10 0.62175 2.25334 1.35947
H11 -0.00528 0.68548 1.87524
H12 -0.47791 2.14734 2.78378

natural (NBO) atomic charge list, values in e, 4 entries: number 1, C, carries -0.621; number 2, C, carries -0.243; number 3, N, carries -0.316; number 4, C, carries -0.413